Model 1:
C6H27B2N5NiO3 | wB97M-V/def2-TZVPD

XYZ file:
```
44
C6H27B2N5NiO3 | the Open Molecules 2025 dataset | wB97M-V/def2-TZVPD
Ni -0.561 0.087 -0.709
B -0.679 1.874 -1.926
H 0.050 1.123 -2.188
H -1.584 1.474 -1.496
H -0.245 2.562 -1.218
H -0.937 2.345 -2.862
B -2.218 -1.000 -1.789
H -2.621 -1.896 -2.235
H -1.255 -0.719 -2.186
H -2.903 -0.176 -1.913
H -2.062 -1.217 -0.744
C 0.124 -3.404 -0.701
C 0.842 -2.421 0.263
C 1.926 -1.639 -0.426
O 1.260 -0.843 -1.477
C 1.715 -1.136 -2.777
N -0.211 -1.445 0.761
H -0.112 -2.884 -1.630
H -0.624 -3.909 -0.090
H 0.913 -4.051 -1.082
H 1.144 -3.072 1.083
H 2.717 -2.320 -0.740
H 2.486 -1.018 0.272
H 1.356 -2.129 -3.045
H 2.798 -1.009 -2.769
H 1.325 -0.461 -3.539
H 0.198 -0.922 1.522
H -0.982 -1.925 1.202
C 1.655 1.891 1.204
O 1.019 1.020 0.545
N 1.411 3.187 1.260
N 2.352 1.623 2.279
H 2.120 3.882 1.444
H 0.532 3.407 0.812
H 2.640 2.510 2.667
H 2.218 0.754 2.775
C -1.858 1.283 2.019
O -1.700 0.842 0.878
N -1.865 2.610 2.187
N -2.201 0.515 3.054
H -1.836 2.987 3.123
H -1.597 3.148 1.375
H -2.330 -0.470 2.874
H -2.423 0.941 3.943
```

Results
* expectation value of S²: 2.004
* Kohn-Sham gap (spin up / spin down): 7.609 / 7.744 eV
* total charge: 0
* spin multiplicity: 3


Model 2:
C6H27B2N5NiO3 | wB97M-V/def2-TZVPD

XYZ file:
```
44
C6H27B2N5NiO3 | the Open Molecules 2025 dataset | wB97M-V/def2-TZVPD
Ni 0.595 -0.211 -1.231
B 2.725 0.105 -1.873
H 2.365 -1.003 -2.167
H 2.189 0.897 -2.598
H 2.384 0.370 -0.724
H 3.908 0.168 -1.994
B -1.012 -1.036 -2.454
H -2.013 -1.221 -3.067
H -1.230 -1.049 -1.285
H -0.167 -1.855 -2.709
H -0.559 0.028 -2.705
C -1.073 -1.382 2.033
C -1.419 -0.177 1.202
C -2.129 0.922 1.998
O -3.145 0.388 2.799
C -3.780 1.370 3.577
N -0.154 0.416 0.649
H -1.848 -1.668 2.743
H -0.273 -1.130 2.752
H -0.656 -2.208 1.462
H -2.062 -0.402 0.356
H -2.594 1.604 1.265
H -1.408 1.521 2.579
H -4.650 0.941 4.072
H -4.243 2.136 2.931
H -3.091 1.854 4.272
H 0.564 0.489 1.367
H -0.444 1.385 0.522
C 0.873 3.043 -1.440
O 0.275 1.988 -1.593
N 1.164 3.840 -2.500
N 1.240 3.545 -0.227
H 0.971 3.543 -3.437
H 1.518 4.761 -2.310
H 1.131 2.991 0.601
H 1.979 4.223 -0.141
C 1.601 -3.166 -0.346
O 1.137 -2.040 -0.379
N 1.453 -4.010 -1.401
N 2.217 -3.685 0.759
H 1.808 -4.948 -1.410
H 0.956 -3.642 -2.196
H 2.524 -4.640 0.724
H 2.373 -3.059 1.524
```

Results
* expectation value of S²: 2.004
* Kohn-Sham gap (spin up / spin down): 9.282 / 9.014 eV
* total charge: 0
* spin multiplicity: 3


Most stable to least stable: model 2, model 1


Model 1:
C7H14N2 | wB97M-V/def2-TZVPD

XYZ file:
```
23
C7H14N2 | the Open Molecules 2025 dataset | wB97M-V/def2-TZVPD
C 1.761 -0.477 1.240
C 0.354 0.098 0.916
C -0.171 1.087 2.064
C -0.980 -1.387 -0.637
C -0.743 -0.267 -1.681
C 0.819 0.022 -1.616
C 0.415 0.867 -0.393
H 2.042 -1.068 0.366
H 2.469 0.300 1.318
H 1.589 -1.024 2.110
H -1.129 1.412 1.816
H 0.486 2.009 2.090
H -0.182 0.635 3.076
H -1.539 -0.766 1.060
H -2.044 -1.518 -0.687
H -0.342 -2.242 -0.995
H -1.185 -0.533 -2.655
H 1.640 -0.699 -1.354
H 1.162 0.583 -2.521
H 0.949 1.802 -0.337
H -1.478 1.834 -1.107
N -0.598 -1.020 0.695
N -0.997 0.966 -0.915
```

Results
* SMILES: CC1(C)NC[C@@H]2C[C@H]1N2
* Kohn-Sham gap: 9.118 eV
* total charge: 0


Model 2:
C7H14N2 | wB97M-V/def2-TZVPD

XYZ file:
```
23
C7H14N2 | the Open Molecules 2025 dataset | wB97M-V/def2-TZVPD
C -0.562 0.858 1.885
C 1.637 0.153 0.916
C 0.163 0.411 0.614
N 0.887 1.807 -1.325
C -0.066 1.255 -0.524
H 1.857 1.603 -1.140
H 0.594 2.374 -2.105
H -1.068 1.626 -0.697
H -0.090 1.733 2.338
H -0.560 0.051 2.619
H -1.598 1.117 1.668
H 2.103 -0.475 0.156
H 1.754 -0.374 1.861
H 2.219 1.076 0.984
C -0.939 -0.763 -1.574
C -0.663 -1.140 -0.096
C 0.058 -2.337 -0.027
N -2.079 -0.713 -2.144
H -2.848 -0.817 -1.478
H -0.060 -0.788 -2.222
H -1.640 -1.128 0.404
H 0.200 -2.938 -0.914
H 0.701 -2.590 0.802
```

Results
* Kohn-Sham gap (spin up / spin down): 6.356 / 7.917 eV
* total charge: 0


Most stable to least stable: model 1, model 2


Model 1:
C7H14N2 | wB97M-V/def2-TZVPD

XYZ file:
```
23
C7H14N2 | the Open Molecules 2025 dataset | wB97M-V/def2-TZVPD
C 0.721 -1.666 1.518
C -0.969 1.898 0.685
C 1.547 1.354 -0.885
C 0.433 -0.637 -1.923
N -0.376 -1.675 0.572
C -1.306 -0.614 0.526
C -0.639 0.585 0.040
C 0.435 0.343 -0.779
N -2.526 -0.876 0.786
H -0.856 -2.574 0.556
H -3.155 -0.122 0.505
H 1.398 -2.485 1.281
H 1.249 -0.719 1.417
H 0.372 -1.785 2.553
H -1.164 2.674 -0.061
H -1.838 1.795 1.337
H -0.149 2.256 1.314
H 1.271 2.154 -1.587
H 1.757 1.821 0.075
H 0.382 -0.090 -2.864
H -0.415 -1.313 -1.869
H 1.363 -1.215 -1.934
H 2.462 0.888 -1.266
```

Results
* SMILES: [H]/N=C(/NC)C(C)=C(C)C
* Kohn-Sham gap: 9.123 eV
* total charge: 0


Model 2:
C7H14N2 | wB97M-V/def2-TZVPD

XYZ file:
```
23
C7H14N2 | the Open Molecules 2025 dataset | wB97M-V/def2-TZVPD
C 1.623 0.404 1.433
C -0.480 1.287 0.379
C 0.205 0.833 1.452
C -1.893 0.909 1.991
N -1.801 1.479 0.725
N -0.749 0.543 2.475
H -0.153 1.540 -0.607
H -2.546 1.690 0.087
H 1.954 -0.357 0.744
H 2.069 0.152 2.404
H -2.845 0.907 2.495
H 2.276 1.245 1.161
C 0.787 -2.046 -2.237
C 1.665 -1.140 -1.346
C -0.073 -1.432 -3.385
H 1.414 -2.843 -2.634
H 0.086 -2.633 -1.586
H 1.336 -1.355 -0.346
H 1.893 -0.115 -1.627
H 0.421 -1.455 -4.351
H -1.053 -1.915 -3.399
H 2.676 -1.631 -1.192
H -0.251 -0.387 -3.192
```

Results
* SMILES: Cc1c[nH]cn1.CCC
* Kohn-Sham gap: 9.446 eV
* total charge: 0


Model 3:
C7H14N2 | wB97M-V/def2-TZVPD

XYZ file:
```
23
C7H14N2 | the Open Molecules 2025 dataset | wB97M-V/def2-TZVPD
C 0.812 -0.276 1.223
C 2.162 0.188 1.680
C 0.695 -0.515 -1.746
C 0.609 0.577 -0.736
N 0.610 -1.615 1.256
C 0.663 1.870 -1.026
H 0.003 0.434 0.803
H -0.286 -1.973 0.947
H 1.394 -2.235 1.082
H 2.247 0.022 2.757
H 2.977 -0.370 1.202
H 2.306 1.247 1.480
H 0.776 -0.137 -2.771
H 1.562 -1.158 -1.563
H -0.184 -1.165 -1.700
H 0.753 2.243 -2.047
H 0.701 2.630 -0.251
C -3.126 0.503 -0.136
C -2.632 -0.855 -0.027
N -2.297 -1.952 0.047
H -3.991 0.507 -0.802
H -2.336 1.151 -0.520
H -3.418 0.877 0.847
```

Results
* Kohn-Sham gap: 7.759 eV
* total charge: 0


Model 4:
C7H14N2 | wB97M-V/def2-TZVPD

XYZ file:
```
23
C7H14N2 | the Open Molecules 2025 dataset | wB97M-V/def2-TZVPD
C 0.258 0.541 -0.501
C 0.717 -0.387 0.530
C -0.513 1.758 -0.023
C -0.270 -0.029 -1.796
C -1.671 -0.595 2.005
C -0.731 -1.269 1.051
C 2.817 0.523 -1.315
N 1.934 1.216 -0.730
N -0.812 -2.497 0.726
H -1.528 -3.013 1.254
H 1.092 0.076 1.441
H 1.359 -1.188 0.161
H -0.253 2.613 -0.657
H -1.594 1.615 -0.091
H -0.262 2.034 1.004
H -0.236 -1.123 -1.847
H 0.308 0.307 -2.662
H -1.308 0.242 -2.003
H -1.099 -0.037 2.750
H -2.292 -1.327 2.533
H -2.341 0.082 1.472
H 2.667 -0.525 -1.644
H 3.761 0.982 -1.657
```

Results
* SMILES: [H]/N=C(\C)CC(C)(C)N=C
* Kohn-Sham gap: 9.286 eV
* total charge: 0


Most stable to least stable: model 2, model 1, model 4, model 3


Model 1:
C7H14N2 | wB97M-V/def2-TZVPD

XYZ file:
```
23
C7H14N2 | the Open Molecules 2025 dataset | wB97M-V/def2-TZVPD
C 1.120 -1.419 -0.498
C -1.029 0.300 -0.596
C 1.785 -0.364 0.003
C -2.222 1.193 -0.610
C 1.261 0.469 1.129
C 3.163 -0.047 -0.513
C -2.305 -1.405 0.500
N -0.145 -1.824 -0.155
N -1.083 -0.924 -0.119
H 1.619 -2.096 -1.183
H -0.166 0.559 -1.181
H -2.622 1.349 0.393
H -3.031 0.785 -1.225
H -1.947 2.160 -1.021
H 2.078 0.927 1.678
H 0.685 -0.152 1.818
H 0.590 1.262 0.778
H 3.101 0.547 -1.428
H 3.710 -0.959 -0.753
H 3.738 0.521 0.214
H -3.134 -1.375 -0.205
H -2.125 -2.430 0.815
H -2.556 -0.795 1.368
```

Results
* Kohn-Sham gap: 7.737 eV
* total charge: 0


Model 2:
C7H14N2 | wB97M-V/def2-TZVPD

XYZ file:
```
23
C7H14N2 | the Open Molecules 2025 dataset | wB97M-V/def2-TZVPD
C -0.380 -1.087 -1.393
C -1.294 -2.963 1.510
C -1.052 -1.753 -0.231
C -2.350 -1.575 0.173
N -0.406 -2.603 0.621
N -2.498 -2.401 1.267
H -1.111 -3.521 2.413
H -3.255 -2.393 1.929
H -3.198 -1.217 -0.385
H -0.747 -1.535 -2.318
H 0.689 -1.286 -1.412
H -0.640 -0.030 -1.397
C 1.092 2.030 0.410
C 0.813 2.776 -0.876
C 2.401 1.247 0.363
H 1.079 2.739 1.236
H 0.281 1.329 0.652
H 0.936 2.212 -1.802
H 1.541 3.606 -0.968
H 2.308 0.243 -0.053
H 3.158 1.793 -0.190
H -0.107 3.352 -0.935
H 2.740 1.038 1.384
```

Results
* SMILES: Cc1c[nH]cn1.CCC
* Kohn-Sham gap: 9.504 eV
* total charge: 0


Most stable to least stable: model 2, model 1


Model 1:
C3H7N3 | wB97M-V/def2-TZVPD

XYZ file:
```
13
C3H7N3 | the Open Molecules 2025 dataset | wB97M-V/def2-TZVPD
N 0.361 1.526 0.299
N -1.020 1.525 0.079
C 1.103 0.380 0.303
C -0.543 -1.350 -0.450
C 0.755 -0.875 -0.041
N -0.850 -2.539 -0.768
H 0.762 2.318 0.797
H -1.552 1.581 0.948
H -1.280 2.295 -0.532
H -0.063 -3.194 -0.725
H 2.129 0.577 0.592
H -1.344 -0.625 -0.493
H 1.542 -1.619 -0.008
```

Results
* SMILES: [H]/N=C\C=C/NN
* Kohn-Sham gap: 8.774 eV
* total charge: 0


Model 2:
C3H7N3 | wB97M-V/def2-TZVPD

XYZ file:
```
13
C3H7N3 | the Open Molecules 2025 dataset | wB97M-V/def2-TZVPD
C 1.632 -0.374 -0.077
C -1.711 -0.150 0.449
C -1.055 0.926 -0.335
H 2.917 0.887 0.169
H 2.435 -1.143 -0.253
H 0.570 -1.964 -0.342
H -1.595 -0.303 1.566
H -2.737 -0.385 0.109
H -0.400 1.564 0.166
H -1.608 1.570 -1.082
N 1.873 0.870 0.166
N 0.437 -1.024 -0.060
N -0.757 -0.473 -0.476
```

Results
* SMILES: [H]/N=C/NN1CC1
* Kohn-Sham gap: 9.320 eV
* total charge: 0


Model 3:
C3H7N3 | wB97M-V/def2-TZVPD

XYZ file:
```
13
C3H7N3 | the Open Molecules 2025 dataset | wB97M-V/def2-TZVPD
N 1.475 -1.183 -0.030
C 0.487 -0.291 -0.613
C -0.526 0.229 0.506
N -0.697 1.678 0.613
C -1.560 -0.430 -0.294
N -2.140 -1.009 -1.117
H 1.870 -1.761 -0.759
H 2.246 -0.701 0.429
H -0.310 -0.864 -1.324
H 0.854 0.612 -1.128
H -0.351 -0.291 1.466
H 0.128 2.105 1.027
H -1.478 1.906 1.226
```

Results
* SMILES: N#C[C@H](N)CN
* Kohn-Sham gap: 10.207 eV
* total charge: 0


Most stable to least stable: model 1, model 3, model 2